No. 1
Computed, not measured: a 2-piece molecular cluster, C9H9N3O2 overall, with ωB97M-V/def2-TZVPD.

The geometry in XYZ format:
```
23
Properties=species:S:1:pos:R:3:forces:R:3
O -0.61608 1.78693 1.93556 -0.033 -0.750 0.393
C -1.11216 1.10071 1.09454 -2.761 -0.825 -2.263
C -1.60444 1.57297 -0.26792 -0.873 -0.290 0.012
C -2.10280 0.68083 -1.18965 0.387 3.237 -0.200
N -2.31537 -0.64356 -0.95763 -0.258 -1.586 -0.092
C -2.10181 -1.27026 0.22858 -1.096 3.445 1.833
O -2.53595 -2.34597 0.52708 0.793 -0.059 0.159
N -1.43839 -0.32849 1.16817 -4.544 -0.039 3.369
H -1.54571 2.67918 -0.46417 0.133 -1.498 -0.021
H -2.26395 1.08513 -2.23268 -0.232 -0.870 1.362
H -2.99840 -1.22685 -1.41916 0.104 0.524 -1.084
H -1.40604 -0.81638 2.10428 0.251 1.118 -1.211
C 2.32183 0.82880 -0.42241 0.262 3.340 0.596
C 1.04030 0.48605 -0.19012 -2.928 -0.800 -0.828
C 0.74022 -0.76761 0.36705 -1.112 -1.320 -0.725
N 1.68075 -1.68584 0.66129 -1.995 0.972 -0.833
C 2.82216 -1.31575 0.20462 5.830 -1.597 -0.116
C 3.31737 -0.07298 -0.21273 -0.326 0.804 -0.763
H 2.39762 1.94820 -0.56014 0.843 -1.408 -0.565
H 0.22838 1.16783 -0.62753 1.967 -1.316 1.139
H -0.39320 -1.05992 0.57660 6.124 -0.022 -1.101
H 3.57734 -2.12992 0.18301 -0.259 0.411 0.360
H 4.30835 0.32688 -0.50662 -0.276 -1.469 0.579
```
Forces are in eV/Å.

structure (SMILES)	O=c1cc[nH]c(=O)[nH]1.c1ccncc1
E_tot	-662.9643	Eh
energy relative to the best compared isomer or geometry (same formula, charge and spin)	128.63	kcal per mole
charge	0
LUMO	0.19	eV
gap between HOMO and LUMO	9.03	eV

---

No. 2
Computed, not measured: C9H9N3OS as an isolated structure, with ωB97M-V/def2-TZVPD.

The geometry in XYZ format:
```
23
Properties=species:S:1:pos:R:3:forces:R:3
C -3.83652 -1.06024 0.04590 1.549 -2.459 1.550
C -2.62887 -1.40379 0.55561 2.236 2.915 -0.858
C -4.00468 0.14605 -0.68234 -0.232 0.973 -0.124
C -1.89456 0.91723 -0.20383 0.542 -2.438 1.234
C -1.06690 1.94981 -0.08486 1.959 1.693 -0.233
C -1.54526 -0.35754 0.47508 -0.688 0.040 0.237
C 3.52008 -0.07159 -0.82463 2.589 -2.635 -1.674
C 2.14426 -0.67041 -0.54862 -2.486 0.233 -1.557
C 3.18217 0.93659 0.22489 -0.638 1.060 -0.068
N -3.10456 1.06871 -0.75992 -2.476 0.284 -1.410
N -0.39797 -0.44235 1.09209 -0.804 -2.856 0.253
N 2.03548 0.11780 0.67517 -1.592 0.683 0.167
O 0.71710 1.52267 2.22980 -0.182 0.848 0.866
S 0.48027 0.86579 0.98632 1.139 0.348 -0.661
H -4.53780 -1.85610 0.29579 -0.799 0.648 -0.849
H -2.25826 -2.30683 0.96991 -0.532 -0.863 0.564
H -4.95866 0.28523 -1.18735 0.161 0.305 0.022
H 4.33255 -0.89234 -0.58752 -1.445 1.801 0.148
H 3.86730 0.26355 -1.85707 -1.077 -0.153 1.296
H 1.26484 -0.38915 -1.18431 1.054 0.272 -0.450
H 1.92341 -1.71186 -0.45841 0.758 -0.945 0.506
H 3.80444 1.18039 1.01592 1.653 -0.074 1.532
H 2.96214 1.90840 -0.18763 -0.691 0.322 -0.491
```
Forces are in eV/Å.

E_tot	-985.7743	Eh
energy relative to the best compared isomer or geometry (same formula, charge and spin)	160.87	kcal per mole
charge	0
LUMO (spin up / spin down)	-1.65 / -1.65	eV
gap between HOMO and LUMO (spin up / spin down)	7.28 / 7.28	eV

---

No. 3
Computed, not measured: an isolated molecule of C9H9NO, with ωB97M-V/def2-TZVPD.

The geometry in XYZ format:
```
20
Properties=species:S:1:pos:R:3:forces:R:3
C 1.67030 0.68707 -2.38460 -0.594 -0.137 -0.036
C 1.37789 1.00214 -0.93253 -1.059 -0.703 -0.125
C 0.22731 0.16233 -0.31163 0.837 0.025 -2.540
C -0.43062 -0.89728 -0.95181 1.015 1.924 1.209
C -1.39380 -1.65055 -0.25785 -0.681 -0.556 2.730
C -1.62675 -1.40222 1.11099 -0.937 -1.402 -2.493
C -1.01579 -0.30717 1.72922 -0.647 -1.062 -0.889
C -1.10279 0.22817 2.94827 0.275 0.521 1.328
O -0.31041 1.32163 3.04575 -0.691 -1.467 -1.735
N 0.28986 1.48956 1.76224 0.476 0.563 0.468
C -0.14262 0.49422 1.00112 0.432 0.923 1.367
H 1.74568 -0.39492 -2.53134 0.212 0.200 -0.218
H 0.84807 1.07946 -3.00509 0.326 -0.273 0.020
H 2.58884 1.18428 -2.67538 0.150 -0.084 -0.217
H 2.26484 0.84351 -0.33181 0.184 0.008 0.290
H 1.14237 2.06293 -0.89742 -0.136 0.120 0.477
H -0.22110 -1.16368 -1.96710 0.275 0.069 -0.361
H -1.87302 -2.51474 -0.73651 0.140 0.532 0.216
H -2.35901 -2.00496 1.63859 0.155 -0.020 0.016
H -1.67924 -0.21979 3.74690 0.266 0.817 0.494
```
Forces are in eV/Å.

structure (SMILES)	CCc1cccc2conc12
E_tot	-478.2716	Eh
energy relative to the best compared isomer or geometry (same formula, charge and spin)	63.44	kcal per mole
charge	0
LUMO	-0.15	eV
gap between HOMO and LUMO	8.04	eV

---

No. 4
Computed, not measured: an isolated molecule of C9H9NO2, with ωB97M-V/def2-TZVPD.

The geometry in XYZ format:
```
21
Properties=species:S:1:pos:R:3:forces:R:3
O -3.24243 1.27693 -0.16440 -0.718 0.140 0.108
C -2.15505 0.74515 -0.08633 0.599 -0.203 -0.253
C -0.88084 1.51000 0.19090 -0.385 1.294 0.778
C 0.40892 0.74107 0.02849 -0.355 -0.469 0.195
C 1.62721 1.37227 -0.13401 1.154 0.669 -0.392
C 2.82789 0.62469 -0.21112 -0.251 1.295 -0.049
C 2.84032 -0.73905 -0.14024 -2.034 -0.304 -0.373
C 1.59476 -1.36379 -0.08981 -1.187 -0.073 1.143
C 0.37149 -0.66881 0.09094 1.565 0.620 -0.670
C -0.95124 -1.34123 0.27684 0.303 -1.008 0.316
N -2.01245 -0.58436 -0.32095 0.300 -0.301 0.136
O -3.18169 -1.35443 -0.23926 -0.879 1.890 -0.339
H -0.98880 1.90746 1.25818 0.157 -0.612 -1.186
H -0.97483 2.44124 -0.42794 0.431 -0.841 0.373
H 1.68434 2.48955 -0.24684 -0.130 -1.273 0.213
H 3.76946 1.11969 -0.37499 0.107 0.411 0.112
H 3.70224 -1.35524 -0.21563 0.742 -0.113 -0.040
H 1.56558 -2.43972 -0.03424 -0.073 -0.299 -0.146
H -1.20561 -1.46732 1.35793 0.349 -0.218 -0.575
H -0.96962 -2.32912 -0.23323 0.129 0.512 0.559
H -3.82966 -0.58499 -0.28428 0.177 -1.116 0.089
```
Forces are in eV/Å.

structure (SMILES)	O=C1Cc2ccccc2CN1O
E_tot	-553.5518	Eh
energy relative to the best compared isomer or geometry (same formula, charge and spin)	40.26	kcal per mole
charge	0
LUMO	0.81	eV
gap between HOMO and LUMO	10.09	eV

---

No. 5
Computed, not measured: an isolated molecule of C9H9NO2, with ωB97M-V/def2-TZVPD.

The geometry in XYZ format:
```
21
Properties=species:S:1:pos:R:3:forces:R:3
C 3.09847 -0.49999 -0.36318 1.369 -1.091 0.008
C 2.30874 -1.07862 0.63654 0.506 1.036 -0.208
C 2.66783 0.65245 -0.98170 -1.802 -0.742 1.950
C 1.12147 -0.48927 1.00687 -1.158 -1.504 0.518
C 1.44667 1.17559 -0.59551 -0.473 1.197 -0.734
C 0.61514 0.59864 0.35321 -0.585 1.810 0.049
C -1.96464 0.51597 0.22612 0.199 0.070 0.552
C -3.05186 -1.64803 -0.49285 -2.916 -0.143 -1.199
C -0.73510 1.27769 0.66765 -1.177 -1.662 -1.357
N -2.02281 -0.82616 -0.24476 1.304 2.479 -0.349
O -3.11361 1.27655 0.46571 -0.173 -4.672 -2.047
O -0.92971 2.43176 1.08480 0.776 -1.154 -0.250
H 4.08953 -0.92780 -0.65345 -0.975 0.289 0.458
H 2.60290 -1.84497 1.31140 0.701 -0.911 -0.193
H 3.20627 1.26293 -1.60716 1.560 0.716 -1.659
H 0.53941 -1.03189 1.75799 0.071 0.510 0.006
H 1.16186 2.11368 -1.08203 -0.202 -0.283 0.276
H -3.03253 -2.44442 -1.25313 1.322 0.251 0.636
H -4.17004 -1.38822 -0.48873 2.078 0.590 0.927
H -1.09083 -1.11580 -0.66237 -1.490 0.409 1.054
H -2.74716 1.98991 0.91458 1.065 2.805 1.561
```
Forces are in eV/Å.

E_tot	-553.4761	Eh
energy relative to the best compared isomer or geometry (same formula, charge and spin)	87.78	kcal per mole
charge	0
LUMO (spin up / spin down)	0.21 / -0.13	eV
gap between HOMO and LUMO (spin up / spin down)	7.59 / 7.36	eV

---

No. 6
Computed, not measured: a 2-piece molecular cluster, C9H9NO2S overall, with ωB97M-V/def2-TZVPD.

The geometry in XYZ format:
```
22
Properties=species:S:1:pos:R:3:forces:R:3
C -3.74287 -0.78320 -2.00196 -1.847 1.566 -0.156
C -2.91618 -1.00027 -0.85624 0.268 -0.855 0.824
C -3.21446 -1.12686 -3.20811 2.428 -0.434 3.741
C -1.82004 -1.63954 -1.33485 0.904 0.797 1.101
C 1.19644 0.60243 1.19220 0.448 -0.719 0.619
C 2.38886 0.23863 0.62418 0.006 2.256 2.277
C 0.96418 -1.26227 -0.06906 -3.363 -1.379 -0.104
C 0.72234 1.71363 2.14334 -0.123 -3.242 -0.017
C 3.82305 0.73022 0.80817 -2.091 -0.554 2.178
N 0.32997 -0.46299 0.78533 0.444 1.716 -0.052
O -0.88483 -0.48678 1.08477 -1.920 -0.206 0.224
O 2.16987 -0.86243 -0.06014 3.794 -1.357 -2.481
S -1.57937 -1.76608 -3.00938 -0.790 0.089 0.177
H -4.71812 -0.19116 -1.95481 1.294 -1.224 0.080
H -3.15659 -0.85462 0.23153 0.342 0.103 -1.560
H -3.63330 -1.03627 -4.10818 -1.472 0.262 -3.396
H -0.33077 1.80921 1.91051 -0.207 0.491 0.040
H 0.77748 1.35993 3.23217 0.285 0.838 -1.512
H 1.30063 2.54573 1.84662 0.419 1.281 0.446
H 3.76953 1.80208 0.64514 0.757 0.054 -0.239
H 4.09529 0.53471 1.90765 -0.184 0.387 -1.578
H 4.45888 0.13587 0.19111 0.608 0.131 -0.611
```
Forces are in eV/Å.

E_tot	-951.4199	Eh
energy relative to the best compared isomer or geometry (same formula, charge and spin)	190.55	kcal per mole
charge	0
LUMO (spin up / spin down)	-2.56 / -2.64	eV
gap between HOMO and LUMO (spin up / spin down)	5.23 / 5.05	eV